(1)
Here is C5H9NO in the gas phase in a non-equilibrium geometry from the OMol25 dataset. Energies are from ωB97M-V/def2-TZVPD.

```
16
Properties=species:S:1:pos:R:3:forces:R:3:nbo_charge:R:1
C -2.1497 -0.2231 -0.0897 -0.1 0.0 0.0 -0.59
C -0.6422 -0.5054 -0.1121 0.0 0.0 0.0 -0.33
C -0.2756 -1.3206 1.0580 0.3 -0.5 0.8 0.29
N 0.0124 -1.9493 1.9862 -0.3 0.6 -0.9 -0.34
C 0.1707 0.8017 -0.1507 0.0 0.1 0.0 -0.40
C 1.6646 0.6221 0.0506 -0.2 0.2 0.3 -0.07
O 2.1593 -0.1244 -1.0458 0.3 -0.1 0.0 -0.73
H -2.4283 0.3699 -0.9661 0.0 -0.1 0.1 0.22
H -2.4159 0.3460 0.8077 0.0 -0.1 -0.1 0.21
H -2.7340 -1.1477 -0.0942 0.1 0.1 0.0 0.22
H -0.3851 -1.0995 -0.9966 0.0 0.1 0.1 0.25
H 0.0045 1.2667 -1.1298 0.0 0.0 0.1 0.22
H -0.2124 1.4915 0.6112 0.1 -0.1 -0.1 0.21
H 1.8480 0.1001 1.0016 0.0 0.1 -0.2 0.18
H 2.1418 1.6132 0.1129 -0.1 -0.2 -0.1 0.17
H 3.0751 -0.3626 -0.8593 -0.2 0.0 -0.1 0.48
```
Positions in Å, forces in eV/Å.

Computed properties:
HOMO level: -10.69 eV
Maximum force: 1.124 eV/A
ΔE to the lowest compared entry with this formula, charge and spin: 98.1 kJ/mol
SMILES: C[C@H](C#N)CCO


(2)
Here is C5H9NO in the gas phase in a non-equilibrium geometry from the OMol25 dataset. Energies are from ωB97M-V/def2-TZVPD.

```
16
Properties=species:S:1:pos:R:3:forces:R:3:nbo_charge:R:1
C -2.4059 0.6643 0.0851 -0.2 1.3 -0.8 -0.62
C -1.5196 -0.5740 -0.3546 -1.3 0.1 1.6 -0.44
C -0.3860 -0.7033 0.6829 -0.3 0.5 0.1 -0.12
N 0.8956 -1.5175 0.3356 0.0 0.0 -0.1 -0.41
C 0.9519 -0.2722 0.3925 -0.6 0.4 0.4 0.49
O 1.7876 0.7525 0.2357 -3.2 0.3 0.8 -0.47
C 2.9320 0.4268 -0.3944 3.5 -1.9 -2.1 -0.26
H -3.0693 0.4258 0.9706 1.0 0.4 -0.8 0.21
H -3.1321 0.8983 -0.7846 1.1 -0.2 1.4 0.21
H -1.7566 1.6707 0.2979 -1.5 -2.6 -0.5 0.21
H -1.2921 -0.4524 -1.4430 0.5 -0.4 1.1 0.22
H -2.1396 -1.5080 -0.1695 0.5 1.0 -0.8 0.21
H -0.7715 -0.7475 1.7663 0.7 0.0 -1.7 0.19
H 3.7346 0.9189 0.1165 0.5 0.7 0.0 0.19
H 2.9866 0.6677 -1.5228 -0.4 -0.3 1.8 0.18
H 3.1842 -0.6502 -0.2144 -0.4 0.6 -0.6 0.20
```
Positions in Å, forces in eV/Å.

Computed properties:
HOMO level: -9.83 eV
Maximum force: 4.448 eV/A
ΔE to the lowest compared entry with this formula, charge and spin: 367.7 kJ/mol
SMILES: CC[C@H]1N=C1OC


Number 1: Kohn-Sham gap 11.544 eV. Number 2: Kohn-Sham gap 10.827 eV.